# 1
{"formula": "C5H12S2", "method": "ωB97M-V with the def2-TZVPD basis set", "symbols": ["C", "C", "C", "S", "H", "H", "H", "H", "H", "H", "C", "C", "H", "H", "H", "H", "S", "H", "H"], "coordinates": [[0.65821, 1.17769, -0.46913], [-0.25598, 0.25224, -0.81969], [-1.63847, 0.37251, -0.18231], [0.05995, -0.89963, -2.06457], [0.27093, 1.96166, 0.20536], [1.64780, 1.23535, -0.84443], [-1.98356, 1.44614, -0.30238], [-2.38352, -0.28115, -0.56341], [-1.67341, 0.17955, 0.92958], [-1.21739, -1.17450, -2.48787], [2.82396, -0.68400, 0.11672], [4.09696, -0.25767, -0.00691], [2.20729, -0.28656, 0.84862], [2.42913, -1.55657, -0.36913], [4.82799, -0.91228, -0.53683], [4.41096, 0.58854, 0.59635], [-5.44099, -0.49942, 1.82753], [-4.24100, -1.07465, 1.59375], [-4.59885, 0.41275, 2.52874]], "forces_ev_per_a": [[-2.0, -0.1, 0.2], [-0.4, 1.8, 0.9], [0.1, 1.4, 1.2], [-0.3, -1.1, -0.8], [0.7, -0.5, -0.1], [0.5, 0.1, -0.4], [0.2, -1.3, 0.0], [-0.6, -0.5, -0.7], [0.5, 0.1, -1.0], [0.7, 0.3, 0.5], [2.6, -0.6, -0.4], [-0.9, -1.6, 0.1], [-1.2, 1.0, 1.0], [0.1, -0.3, -0.3], [-0.5, 1.2, 0.1], [0.3, -0.1, -0.2], [2.0, 1.2, 1.0], [-0.5, -0.4, -0.3], [-1.5, -0.8, -0.7]], "mulliken_charge": [-1.271, 0.914, -1.197, -0.247, 0.204, 0.568, 0.285, 0.428, 0.214, 0.118, -0.802, -0.395, 0.445, 0.266, 0.229, 0.254, -0.285, 0.117, 0.155], "e_lumo_ev": 0.6, "smiles": "C=C(C)S.C=C.S", "energy_ha": -993.9758, "e_homo_ev": -8.409, "e_above_lowest_kj_mol": 266.5}



# 2
{"formula": "C4H6N2", "method": "ωB97M-V with the def2-TZVPD basis set", "symbols": ["N", "C", "C", "C", "C", "N", "H", "H", "H", "H", "H", "H"], "coordinates": [[2.74568, -0.34123, 0.84365], [1.74845, -0.69765, 0.38053], [0.49626, -1.17791, -0.20571], [-0.71900, -0.38324, 0.22582], [0.14956, 1.68901, 0.03949], [-1.65677, -0.17911, -0.63717], [0.55223, -1.16407, -1.29836], [0.35170, -2.22530, 0.09625], [-0.86278, -0.29277, 1.30682], [0.25299, 2.00544, -1.01943], [-0.42092, 2.51811, 0.51443], [-2.51583, 0.11702, -0.17011]], "forces_ev_per_a": [[-0.9, -0.4, -0.4], [0.9, 0.3, 0.4], [0.0, 0.0, -0.1], [0.0, 0.1, 0.0], [-0.1, 0.0, -0.1], [0.2, 0.3, 0.3], [0.1, 0.1, 0.1], [0.0, 0.2, 0.0], [0.0, 0.0, -0.1], [-0.2, -0.3, 0.1], [-0.2, -0.4, -0.1], [0.2, 0.2, -0.1]], "mulliken_charge": [-0.413, 0.349, -0.462, -0.065, -0.429, -0.645, 0.263, 0.282, 0.412, 0.222, 0.218, 0.267], "e_lumo_ev": [-1.1, -1.0], "energy_ha": -265.3285, "e_homo_ev": [-9.447, -9.390], "e_above_lowest_kj_mol": 543.6}



# 3
{"formula": "C16H32O4Rb", "method": "ωB97M-V with the def2-TZVPD basis set", "symbols": ["Rb", "C", "C", "C", "O", "C", "H", "H", "H", "H", "H", "H", "H", "H", "C", "C", "C", "O", "C", "H", "H", "H", "H", "H", "H", "H", "H", "C", "C", "C", "O", "C", "H", "H", "H", "H", "H", "H", "H", "H", "C", "C", "C", "O", "C", "H", "H", "H", "H", "H", "H", "H", "H"], "coordinates": [[-0.46393, -1.21190, 0.97223], [-0.88153, 3.81223, 0.04543], [-0.60584, 3.36105, -1.40229], [-0.99725, 1.88148, -1.41736], [-0.99573, 1.44171, -0.06586], [-1.34930, 2.54577, 0.77097], [-1.63433, 4.59591, 0.08585], [0.02374, 4.19648, 0.51160], [0.44414, 3.47981, -1.66051], [-1.20702, 3.91784, -2.11633], [-0.28751, 1.25961, -1.96411], [-1.98829, 1.75437, -1.86910], [-0.85172, 2.39861, 1.72969], [-2.43089, 2.52678, 0.94786], [2.70660, -2.82099, -2.91345], [2.77941, -3.94211, -1.85100], [1.56886, -3.65037, -0.99112], [1.51369, -2.21364, -0.91712], [1.94766, -1.69512, -2.19122], [2.17923, -3.16273, -3.79944], [3.71794, -2.51993, -3.17297], [3.68970, -3.85511, -1.25894], [2.74660, -4.94092, -2.28249], [1.63503, -4.02456, 0.03066], [0.64724, -4.03273, -1.44569], [2.58874, -0.83907, -1.97976], [1.08250, -1.34575, -2.75991], [4.24307, 0.49151, 1.20553], [3.74654, 1.28461, -0.00265], [2.21163, 1.30893, 0.16452], [1.89963, 0.42789, 1.25540], [3.04480, -0.38459, 1.53299], [4.45133, 1.14336, 2.05531], [5.14892, -0.07097, 0.99032], [4.01699, 0.78093, -0.93385], [4.15180, 2.29164, -0.07985], [1.70292, 0.99058, -0.74661], [1.85710, 2.29994, 0.44797], [3.02875, -1.28681, 0.90989], [2.99725, -0.67084, 2.58280], [-5.31689, 0.04418, 1.25255], [-4.79029, -0.12672, 2.66873], [-3.80100, -1.25971, 2.46117], [-3.16041, -0.96757, 1.21549], [-4.07737, -0.23444, 0.38363], [-5.76157, 1.00900, 1.01229], [-6.09294, -0.68990, 1.01853], [-5.54174, -0.36023, 3.41737], [-4.24363, 0.77230, 2.96832], [-4.35319, -2.20475, 2.37541], [-3.03744, -1.38180, 3.22891], [-4.32938, -0.81018, -0.50681], [-3.57264, 0.68688, 0.08705]], "forces_ev_per_a": [[0.3, 0.1, -0.1], [0.0, -0.1, 0.1], [-0.1, -0.1, 0.1], [-0.1, 0.1, -0.2], [0.1, -0.1, 0.1], [-0.1, -0.1, 0.0], [0.0, 0.0, 0.0], [0.0, 0.1, 0.0], [0.0, 0.1, 0.0], [0.1, 0.1, -0.1], [0.0, 0.0, 0.0], [0.0, -0.1, 0.1], [0.0, 0.0, 0.0], [0.0, 0.1, -0.1], [0.2, -0.3, 0.6], [-0.2, 0.0, -0.1], [-0.1, 0.2, 0.1], [-0.1, -0.2, -0.2], [0.1, 0.0, 0.1], [0.0, 0.1, -0.1], [-0.1, 0.1, -0.3], [0.0, 0.0, 0.0], [0.0, 0.0, 0.0], [0.1, 0.0, 0.0], [0.0, 0.0, -0.1], [0.0, 0.0, 0.0], [0.0, -0.1, 0.0], [0.0, 0.2, 0.2], [-0.3, 0.0, -0.3], [0.4, 0.1, 0.3], [-0.1, -0.1, -0.1], [0.2, 0.0, 0.0], [0.0, 0.1, -0.1], [0.0, -0.1, 0.0], [0.0, -0.1, 0.1], [0.1, 0.0, 0.2], [-0.1, 0.0, 0.0], [-0.1, 0.0, -0.1], [0.0, 0.0, 0.0], [0.0, 0.0, 0.0], [-0.2, -0.2, -0.6], [0.4, 0.2, 0.0], [-0.4, -0.3, -0.1], [-0.1, -0.1, 0.0], [-0.2, 0.3, 0.2], [0.2, 0.1, 0.2], [0.1, -0.1, 0.2], [-0.1, 0.0, 0.0], [-0.1, 0.0, 0.1], [0.1, 0.0, 0.0], [0.0, 0.2, 0.0], [0.1, -0.1, 0.0], [0.0, 0.0, -0.1]], "mulliken_charge": [0.872, -0.681, -0.514, -0.480, -0.173, -0.494, 0.363, 0.221, 0.227, 0.356, 0.144, 0.372, 0.427, 0.271, -0.643, -0.610, -0.532, -0.156, -0.042, 0.326, 0.281, 0.270, 0.377, 0.325, 0.300, -0.103, 0.261, -0.632, -0.599, 0.471, -0.320, -0.180, 0.276, 0.356, 0.230, 0.387, -0.376, 0.125, -0.041, 0.348, -0.643, -0.519, -0.527, -0.239, -0.074, 0.339, 0.293, 0.370, 0.234, 0.281, 0.324, 0.312, -0.161], "e_lumo_ev": -2.5, "energy_ha": -953.6876, "charge": 1, "e_homo_ev": -12.634}